Formula: C26H41BrMnN6P2
Source: the Open Molecules 2025 dataset
Level of theory: ωB97M-V with the def2-TZVPD basis set

Geometry as ORCA input:
```
! RIJCOSX wB97M-V def2-TZVPD def2/J DEFGRID3
* xyz 2 6
Br 3.91 -3.23 -5.65
Mn 0.12 0.02 -0.02
P 2.13 1.45 -0.04
P -1.41 1.14 1.45
N 0.92 -5.12 1.23
N -4.64 2.49 -2.50
N 0.43 -2.92 0.59
N 0.61 -3.81 1.58
N 0.58 -1.71 1.19
N 1.08 -3.26 2.74
C -3.02 3.52 1.28
C -1.42 2.23 4.09
C -2.25 2.40 -2.50
C 1.99 2.91 1.05
C 2.89 -2.35 -3.15
C 4.93 0.87 0.01
C -0.10 -0.46 -1.99
C 0.53 -1.25 -4.24
C 2.63 -2.40 -4.52
C -4.70 1.18 -2.25
C -3.03 0.30 1.42
C 0.77 -1.19 -2.85
C -1.67 2.89 0.94
C -0.84 1.14 3.19
C 3.29 3.54 1.52
C 3.56 0.45 0.51
C -1.10 0.33 -1.76
C -3.55 0.40 -2.08
C 1.46 -1.87 -5.08
C 0.98 -1.96 2.46
C -2.29 1.03 -2.15
C 2.44 2.01 -1.75
C 1.93 -1.78 -2.31
C 3.26 3.28 -1.93
C -3.96 0.56 2.61
C -3.46 3.09 -2.64
H -1.08 0.14 3.59
H -3.54 0.20 3.55
H 5.00 0.81 -1.09
H -1.17 3.24 3.74
H -2.81 -0.78 1.36
H -3.85 3.02 0.76
H 5.68 0.19 0.42
H 3.89 3.94 0.69
H -4.90 0.02 2.44
H 3.81 -2.75 -2.74
H -1.53 2.91 -0.16
H 2.09 -1.78 -1.23
H -3.23 3.53 2.36
H 3.54 0.44 1.62
H -3.46 4.16 -2.87
H -1.31 2.92 -2.63
H 4.29 3.18 -1.55
H -0.85 3.48 1.37
H 0.26 1.21 3.17
H 1.38 3.65 0.51
H -5.70 0.72 -2.16
H 2.91 1.17 -2.28
H 3.36 -0.59 0.20
H -3.64 -0.66 -1.86
H -0.36 -0.78 -4.64
H 0.29 -5.41 0.49
H 3.05 4.39 2.18
H 2.79 4.15 -1.45
H 1.39 2.60 1.92
H 3.91 2.85 2.11
H 1.28 -1.94 -6.15
H 0.91 -5.71 2.05
H 1.17 -1.18 3.18
H -4.22 1.62 2.71
H -3.51 0.56 0.47
H -3.00 4.56 0.95
H -0.98 2.12 5.09
H 1.45 2.14 -2.22
H 5.21 1.89 0.32
H 3.33 3.50 -3.00
H -2.50 2.15 4.21
*
```

Summary:
E_HOMO (alpha / beta): -0.49540 / -0.48401 Ha


Formula: C14H26AsFNO2
Source: the Open Molecules 2025 dataset
Level of theory: ωB97M-V with the def2-TZVPD basis set

Geometry as ORCA input:
```
! RIJCOSX wB97M-V def2-TZVPD def2/J DEFGRID3
* xyz -1 1
As -1.18 1.90 0.53
F -3.42 4.95 -2.91
O -3.53 1.31 -1.20
O -4.43 4.16 -1.13
N -2.45 3.19 -1.90
C 3.88 -4.53 -0.82
C 1.90 -2.94 -0.44
C -3.52 4.07 -1.88
C -0.10 0.52 -0.52
C -2.59 2.04 -1.00
C -1.94 -0.13 2.64
C 0.93 3.31 1.99
C -0.85 -0.77 -0.86
C 0.40 -3.03 -0.75
C 2.01 3.56 1.18
C 2.71 -3.77 -1.46
C -0.44 -1.99 0.01
C 0.22 2.03 2.09
C -2.33 0.57 1.55
H 4.32 -3.96 0.00
H -0.56 -1.04 -1.88
H -1.35 -2.48 0.36
H 2.07 -4.48 -1.97
H -2.43 0.02 3.60
H -1.17 -0.90 2.62
H -2.04 3.00 1.29
H 1.95 4.38 0.46
H 0.26 -2.95 -1.83
H -0.32 2.03 3.04
H 0.16 -1.65 0.85
H 0.08 -4.04 -0.47
H 2.09 -3.31 0.57
H 2.93 2.99 1.21
H 3.56 -5.50 -0.44
H -1.61 3.71 -1.64
H -0.37 3.04 -0.24
H 0.85 0.26 -0.04
H 4.66 -4.70 -1.56
H -1.93 -0.65 -0.87
H 0.55 4.10 2.65
H 0.18 1.01 -1.46
H 0.90 1.17 2.10
H 3.11 -3.09 -2.21
H 2.22 -1.90 -0.53
H -3.38 0.48 1.25
*
```

Summary:
E_HOMO: -0.14135 Ha


Formula: C16H28AsF12N7O5Se2W
Source: the Open Molecules 2025 dataset
Level of theory: ωB97M-V with the def2-TZVPD basis set

Geometry as ORCA input:
```
! RIJCOSX wB97M-V def2-TZVPD def2/J DEFGRID3
* xyz 1 2
W -1.09 -0.34 0.82
Se -3.18 -0.94 1.83
Se -0.28 -2.59 0.26
As 3.02 -0.31 1.14
F -2.22 2.44 2.93
F 1.57 0.70 1.32
F -3.76 2.47 1.41
F 2.21 -1.56 2.02
F 3.62 0.36 2.61
F -0.98 3.27 -1.55
F -2.55 4.47 -0.67
F 2.30 -0.88 -0.35
F 3.75 1.00 0.25
F -2.85 4.32 2.06
F 4.40 -1.29 0.91
F -2.89 2.38 -1.14
O -2.13 -0.49 -1.07
O -1.20 1.51 0.70
O -4.42 -3.62 -1.77
O -2.19 -3.82 2.51
O -1.64 -0.99 -3.11
N -0.19 0.13 -1.78
N 1.74 2.00 -1.41
N 1.72 1.16 -2.52
N -0.41 -0.30 2.73
N 0.62 -0.15 -4.01
N 0.49 -0.36 5.00
N -1.32 -0.46 -2.07
C 0.70 0.36 -2.79
C -3.15 -4.35 1.61
C 2.34 0.97 5.91
C -2.00 3.25 -0.68
C -4.21 -4.33 -0.57
C -0.27 3.67 1.13
C 1.95 -0.35 5.26
C 0.02 -0.33 3.81
C -3.25 -3.52 0.33
C 1.50 1.24 7.15
C -0.38 -0.11 6.17
C -2.61 3.04 1.79
C -1.49 2.86 0.73
C -1.94 -3.44 -0.45
C 0.00 1.21 6.82
C -3.96 -2.17 0.52
H 1.90 2.95 -1.74
H -0.25 2.03 6.14
H -4.14 -4.39 2.08
H 1.72 0.49 7.91
H -0.07 -0.86 -4.21
H 3.40 0.93 6.16
H -2.88 -5.38 1.32
H 0.09 3.31 2.09
H 1.28 0.12 -4.72
H -0.51 4.73 1.20
H -5.00 -4.12 -2.35
H -3.76 -5.31 -0.78
H 2.51 1.15 -3.16
H 2.15 -1.19 5.92
H 2.48 1.72 -0.77
H -5.15 -4.49 -0.04
H 1.76 2.21 7.58
H -2.13 -2.97 -1.41
H -4.97 -2.32 0.89
H -0.23 -0.95 6.86
H -1.42 -0.12 5.83
H -1.59 -4.46 -0.64
H -2.00 -4.48 3.18
H -0.59 1.34 7.72
H -4.03 -1.65 -0.43
H 2.47 -0.52 4.32
H 0.51 3.51 0.39
H 2.22 1.77 5.18
*
```

Summary:
E_HOMO (alpha / beta): -0.39875 / -0.41366 Ha


no.,strongest force on any atom (eV/A),energy (Eh)
1,2.96,-5750.90369
2,2.26,-3089.66866
3,1.08,-9689.95818